# 1
C29H46GaI2NO3SbSe2Si3 | ωB97M-V/def2-TZVPD

The calculation puts the LUMO energy at 1.956 eV. Its HOMO-LUMO gap is 6.9703 eV. The total charge is -1.

Atoms and positions in Å:
Ga1 0.5626 0.3813 0.2442
I1 -2.3692 -2.6650 3.0386
C1 -2.0687 -0.6143 3.2975
C2 -2.6312 0.0168 4.4159
C3 -2.4876 1.3641 4.5986
I2 -3.3518 2.2364 6.3141
C4 -1.7656 2.1476 3.6700
C5 -1.5927 3.5479 3.7236
C6 -0.8605 4.1841 2.7583
C7 -0.2818 3.4256 1.7278
N1 -0.4465 2.1344 1.6419
C8 -1.1769 1.4819 2.5657
C9 -1.3311 0.0658 2.3368
O1 -0.8363 -0.5114 1.2776
H1 -3.1804 -0.5779 5.1322
H2 -2.0565 4.1111 4.5225
H3 -0.7279 5.2575 2.7812
H4 0.3283 3.8888 0.9580
O2 6.4332 -1.2630 -0.6889
C10 5.9123 -0.4166 0.3240
C11 4.3850 -0.5338 0.5265
C12 4.0573 -1.9773 0.9394
O3 4.3148 -2.9458 -0.0767
C13 4.0291 0.4012 1.6732
Se1 2.1299 0.5688 2.2060
C14 3.7089 -0.0888 -0.7826
Se2 2.0031 -0.9516 -1.2760
H5 5.9619 -2.1075 -0.6207
H6 6.1664 0.6071 0.0330
H7 6.4005 -0.6232 1.2880
H8 3.0203 -2.0306 1.2736
H9 4.6967 -2.2512 1.7835
H10 3.6611 -2.7854 -0.7753
H11 4.3698 1.4099 1.4419
H12 4.5311 0.0757 2.5864
H13 4.3768 -0.2626 -1.6228
H14 3.5023 0.9805 -0.7275
C15 -1.5110 3.4646 -2.8483
C16 -0.1335 3.3029 -2.8538
C17 0.4593 2.3694 -2.0074
C18 -0.2993 1.5856 -1.1396
C19 -1.6860 1.7619 -1.1567
C20 -2.2899 2.6842 -2.0009
H15 -1.9775 4.1963 -3.4983
H16 0.4827 3.9072 -3.5100
H17 1.5387 2.2456 -2.0293
H18 -2.2997 1.1637 -0.4868
H19 -3.3676 2.8076 -1.9893
C21 -4.4694 -3.6761 -3.5281
Si1 -3.7198 -2.3102 -2.4550
C22 -4.2304 -0.6730 -3.2557
C23 -4.5529 -2.4364 -0.7619
Sb1 -1.2030 -2.0879 -1.9891
Si2 -0.5642 -4.6023 -1.8053
C24 -1.0601 -5.1739 -0.0781
C25 -1.4091 -5.7658 -3.0412
C26 1.2982 -4.8562 -1.9824
Si3 -0.4991 -1.8411 -4.4679
C27 1.1975 -2.6094 -4.7851
C28 -0.3775 0.0015 -4.8591
C29 -1.6749 -2.6198 -5.7392
H20 -5.5547 -3.5496 -3.5811
H21 -4.2639 -4.6680 -3.1192
H22 -4.0704 -3.6446 -4.5449
H23 -5.2855 -0.6646 -3.5440
H24 -3.6328 -0.4825 -4.1525
H25 -4.0522 0.1581 -2.5692
H26 -5.6094 -2.1544 -0.7944
H27 -4.0466 -1.7852 -0.0434
H28 -4.4849 -3.4584 -0.3773
H29 -2.1259 -5.0031 0.0991
H30 -0.5093 -4.6027 0.6738
H31 -0.8532 -6.2364 0.0830
H32 -2.4811 -5.8325 -2.8418
H33 -0.9857 -6.7720 -2.9651
H34 -1.2797 -5.4182 -4.0698
H35 1.8289 -3.9847 -1.5939
H36 1.5925 -4.9865 -3.0260
H37 1.6323 -5.7325 -1.4203
H38 1.8632 -2.3964 -3.9458
H39 1.6526 -2.1992 -5.6912
H40 1.1269 -3.6945 -4.8989
H41 0.3958 0.4538 -4.2322
H42 -1.3148 0.5241 -4.6461
H43 -0.1180 0.1728 -5.9081
H44 -1.8757 -3.6669 -5.4955
H45 -1.2306 -2.5841 -6.7384
H46 -2.6334 -2.0936 -5.7729

Atomic partial charges in e from the Mulliken method, atoms 1 to 2: 0.062, 0.023


# 2
C29H46GaP2Se | ωB97M-V/def2-TZVPD

The calculation puts the LUMO energy (alpha / beta) at -6.071 / -6.047 eV. Its HOMO-LUMO gap (alpha / beta) is 3.9591 / 3.9837 eV. The total charge is +1.

Atoms and positions in Å:
Ga1 -1.0642 1.0908 -1.4610
C1 -0.6312 -2.7258 2.3075
C2 0.6697 -3.0769 1.8620
C3 0.8820 -1.3859 3.4096
C4 -0.4986 -1.6951 3.2771
C5 1.6046 -2.2379 2.5274
C6 -1.8895 -3.3671 1.8754
H1 -1.8943 -3.5443 0.7905
H2 -2.7498 -2.7352 2.1223
H3 -2.0451 -4.3419 2.3655
C7 -1.5990 -1.0621 4.0300
H4 -2.5049 -1.6770 3.9893
H5 -1.8454 -0.0690 3.6297
H6 -1.3254 -0.9261 5.0841
C8 1.4539 -0.3753 4.3123
H7 0.9606 -0.3984 5.2942
H8 1.3348 0.6442 3.9168
H9 2.5238 -0.5489 4.4672
C9 3.0729 -2.2911 2.3822
H10 3.5175 -3.0891 2.9987
H11 3.5311 -1.3431 2.6891
H12 3.3601 -2.4876 1.3405
C10 1.0046 -4.1686 0.9264
H13 1.1352 -5.1297 1.4498
H14 1.9412 -3.9605 0.3943
H15 0.2078 -4.3098 0.1854
C11 -1.7344 1.3304 -3.2147
C12 -2.1554 -0.0479 -3.7073
C13 -0.9483 -0.9564 -4.0474
C14 0.1566 -1.1337 -2.9917
C15 0.3643 -0.0207 -1.9350
C16 1.3374 1.0945 -2.3662
C17 0.7416 2.2513 -3.2775
C18 -0.5710 1.9670 -4.0492
H16 -0.4899 -0.5768 -4.9741
H17 1.1027 -1.3115 -3.5303
H18 -1.3250 -1.9545 -4.3230
H19 -0.3509 1.3800 -4.9550
H20 -2.5759 2.0306 -3.1453
H21 -2.6786 0.1430 -4.6774
H22 -0.9439 2.9301 -4.4381
H23 0.6125 3.1694 -2.6766
H24 2.1026 0.6196 -3.0136
H25 1.5224 2.4959 -4.0211
H26 -0.0159 -2.0684 -2.4383
H27 0.6794 -0.4903 -0.9936
P1 -3.7877 -1.1872 -3.2342
C19 -4.5900 -0.0134 -2.0609
C20 -2.9387 -2.2052 -1.9578
P2 3.8561 1.0597 -0.5660
C21 2.1496 1.7225 -1.1700
C22 3.9122 -0.5661 -1.4264
C23 4.9815 2.0248 -1.6602
H28 -3.8963 0.6974 -1.5878
H29 -5.1115 -0.5930 -1.2894
H30 -5.3328 0.5488 -2.6405
H31 -2.2867 -2.9413 -2.4401
H32 -3.7163 -2.7443 -1.4051
H33 -2.3468 -1.6134 -1.2465
H34 4.8439 1.8090 -2.7238
H35 5.9992 1.7530 -1.3531
H36 4.8323 3.0909 -1.4625
H37 2.3661 2.7792 -1.3845
H38 1.5413 1.6850 -0.2514
H39 4.8608 -1.0239 -1.1149
H40 3.8952 -0.4795 -2.5206
H41 3.0924 -1.2136 -1.0855
Se1 -1.6261 3.0593 -0.1049
C24 -1.4216 3.2455 1.7773
C25 -1.8091 4.4908 2.3271
C26 -1.7446 4.7182 3.6923
C27 -1.2828 3.7101 4.5516
C28 -0.8794 2.4766 4.0219
C29 -0.9379 2.2390 2.6424
H42 -2.1688 5.2716 1.6484
H43 -2.0559 5.6861 4.0972
H44 -1.2393 3.8847 5.6246
H45 -0.5200 1.6994 4.6963
H46 -0.6206 1.2893 2.2162

Atomic partial charges in e from the Mulliken method, atoms 1 to 2: -1.395, 0.565


# 3
C29H46IrN10P | ωB97M-V/def2-TZVPD

Its multiplicity is 5. The calculation puts the LUMO energy (alpha / beta) at -5.008 / -6.383 eV. Its HOMO-LUMO gap (alpha / beta) is 5.9232 / 6.7344 eV. Its expectation value of S² is 6.04. The total charge is +2.

Atoms and positions in Å:
Ir1 0.2804 -0.3229 0.2556
C1 -2.1552 -4.7262 -2.0230
N1 -2.0027 -3.3211 -1.7261
C2 -2.6339 -2.2055 -2.2673
C3 -1.9873 -1.1328 -1.7684
N2 -0.9931 -1.5181 -0.9305
C4 -1.0520 -2.8593 -0.8406
P1 0.0539 -3.9370 0.1198
C5 -0.3262 -3.0239 1.6652
N3 -0.2612 -1.6931 1.7596
C6 -0.8371 -1.3300 2.9952
C7 -1.3992 -2.4529 3.5298
N4 -1.1103 -3.5209 2.6941
C8 -1.1011 -4.8690 3.1854
C9 1.5917 -3.1011 -0.4358
N5 1.7839 -1.7738 -0.3261
C10 3.1301 -1.5538 -0.3702
C11 3.7923 -2.7414 -0.5011
N6 2.8228 -3.7358 -0.5459
C12 3.0866 -5.0513 -1.0962
H1 -3.1352 -5.0968 -1.8869
H2 -1.4015 -5.1796 -1.3495
H3 -1.8420 -4.9242 -3.0797
H4 -3.4492 -2.2492 -3.0010
H5 -2.1974 -0.0804 -2.0847
H6 -0.6937 -0.3209 3.3747
H7 -1.9596 -2.5841 4.4630
H8 -0.2604 -5.0678 3.8303
H9 -1.1142 -5.5375 2.3073
H10 -2.0020 -5.0039 3.7499
H11 3.4797 -0.5622 -0.3423
H12 4.8445 -3.0111 -0.5764
H13 3.9263 -5.0781 -1.8398
H14 2.1649 -5.3567 -1.5607
H15 3.2738 -5.7256 -0.2560
C13 -4.4660 2.4351 -0.3134
C14 -3.4857 2.4896 0.8122
C15 -3.8259 2.9768 2.0736
C16 -2.8345 2.9843 3.1064
C17 -3.1424 3.5704 4.3946
C18 -1.5665 2.4481 2.9196
C19 -1.2301 1.8992 1.6582
C20 -2.2062 1.9688 0.6181
N7 0.0593 1.3718 1.4634
C21 1.2318 2.0881 2.0806
C22 2.4493 1.7964 1.2044
C23 1.6200 1.5773 3.4616
C24 1.0538 3.6285 2.0540
H16 -4.6120 1.3963 -0.6039
H17 -4.3109 3.0377 -1.2334
H18 -5.4930 2.7121 -0.0164
H19 -4.7669 3.3954 2.2767
H20 -4.0658 3.1764 4.8148
H21 -3.3752 4.6270 4.2742
H22 -2.3119 3.5252 5.1067
H23 -0.8639 2.3534 3.7599
H24 -1.9874 1.5835 -0.4161
H25 2.9124 0.8003 1.2639
H26 3.2661 2.5047 1.4315
H27 2.2870 2.0278 0.0840
H28 1.7735 0.4703 3.4354
H29 0.8954 1.8532 4.2553
H30 2.5714 2.0628 3.6891
H31 0.8850 3.9421 1.0215
H32 1.9818 4.0727 2.4335
H33 0.1702 3.9778 2.6316
C25 1.6956 0.7739 -5.0202
N8 1.3804 0.3540 -3.6436
C26 1.4500 -1.0571 -3.3951
C27 1.0338 1.2309 -2.6596
N9 0.2132 0.8465 -1.6266
N10 1.4618 2.5472 -2.8385
C28 0.6295 3.6946 -2.5897
C29 2.9061 2.8359 -3.0600
H34 1.1471 0.1601 -5.6989
H35 2.7776 0.6351 -5.2085
H36 1.4799 1.8363 -5.1951
H37 2.4019 -1.4114 -3.5875
H38 0.6767 -1.5594 -4.0775
H39 1.2009 -1.3014 -2.3370
H40 -0.1413 1.6937 -1.1507
H41 1.1132 4.5293 -2.0621
H42 -0.2450 3.3643 -1.9625
H43 0.1789 4.0314 -3.5252
H44 3.4873 1.8702 -2.9852
H45 3.2676 3.4564 -2.2295
H46 2.9554 3.3645 -4.0107

Atomic partial charges in e from the Mulliken method, atoms 1 to 2: 2.424, -0.693


Listing E for the structures above in their given order: -9845.14967, -6141.15446, -2125.24690 Eh.
Listing ΔE to the lowest compared entry with this formula, charge and spin for the structures above in their given order: 0.2383, 2.0614, 0.0000 eV.